#a
102
Properties=species:S:1:pos:R:3:lowdin_charge:R:1 method="wB97M-V/def2-TZVPD" homo_energy_ev=-8.7 orbital_gap_ev=7.93 lumo_energy_ha=-0.027
O 3.11541 2.70150 1.05169 -0.03
H 3.27178 1.90472 1.55856 0.01
H 3.98750 2.98909 0.78154 0.06
O 0.09676 0.19768 2.50667 -0.03
H 0.47209 -0.68025 2.43878 0.00
H -0.75751 0.12706 2.08069 -0.01
O 1.14430 1.50587 -5.19297 -0.04
H 1.40393 1.45104 -4.27329 -0.03
H 1.90981 1.87050 -5.63712 0.04
O -0.68622 3.88823 2.11489 -0.03
H -0.05498 3.94572 1.39763 0.01
H -0.15399 3.94719 2.90829 0.04
O -1.66612 1.17813 -3.41517 -0.03
H -1.29498 0.30438 -3.29248 0.00
H -2.22224 1.31258 -2.64778 0.00
O -0.34711 3.59576 -3.79013 -0.08
H -0.17773 2.66978 -3.96367 -0.03
H -0.71171 3.61131 -2.90523 -0.04
O -0.94079 3.10228 -1.26964 -0.04
H -0.74818 2.16557 -1.31111 0.02
H -0.24920 3.46523 -0.71630 -0.01
O -3.31869 0.12218 3.96403 -0.04
H -4.09360 0.42065 4.44011 0.05
H -2.99271 0.90556 3.52099 -0.01
O 1.11321 4.34622 -0.18049 -0.03
H 1.88424 3.79309 -0.05485 0.03
H 1.39340 5.21648 0.10301 0.08
O 5.65360 -1.58247 -2.74264 -0.03
H 6.17823 -2.30040 -3.09702 0.06
H 4.92885 -2.01500 -2.29110 0.02
O 3.92074 0.28365 -3.38757 -0.04
H 4.66404 -0.31402 -3.46842 0.00
H 3.95136 0.81383 -4.18393 0.05
O -5.38734 1.73695 0.94195 -0.02
H -5.70699 1.47629 1.80572 0.05
H -4.57228 2.20648 1.11932 -0.01
O 1.26218 2.38350 3.86242 -0.05
H 1.86829 2.00976 4.50208 0.02
H 0.89208 1.62501 3.41081 -0.02
O 0.81387 -3.91867 -0.46273 -0.04
H 0.93208 -4.68919 0.09273 0.07
H 0.09589 -4.15425 -1.05030 -0.01
O -0.55995 -1.25696 -2.53741 -0.04
H -1.19056 -1.86101 -2.14539 0.02
H -0.07527 -0.89974 -1.79330 0.00
O -4.50135 -2.55146 0.77853 -0.03
H -3.86270 -2.82071 1.43873 0.00
H -5.07362 -1.93512 1.23553 0.05
O -2.39663 -3.80799 2.61230 -0.02
H -2.20613 -4.69031 2.29374 0.06
H -2.31312 -3.87308 3.56362 0.05
O 2.64300 -2.38039 -1.79919 -0.04
H 2.00406 -3.00858 -1.46249 -0.02
H 2.32527 -1.52954 -1.49697 0.02
O 1.76995 1.65044 -2.47051 -0.05
H 2.63751 1.24630 -2.48587 0.02
H 1.25499 1.09128 -1.88879 0.01
O -1.96912 0.15665 0.81980 -0.04
H -2.12305 0.94725 1.33699 0.01
H -2.57627 0.22961 0.08340 0.01
O -2.85453 -2.53442 -1.56662 -0.02
H -3.50606 -2.27463 -2.21797 0.09
H -3.24233 -2.28681 -0.72726 0.03
O 2.85880 4.09275 -3.34863 -0.07
H 2.26939 4.84220 -3.26419 0.02
H 2.37697 3.36336 -2.95868 -0.03
O -3.68553 0.62605 -1.33236 -0.02
H -4.44539 0.92012 -0.83000 0.03
H -4.05238 0.06682 -2.01714 0.07
O -1.16626 -1.82625 4.73203 -0.04
H -1.83123 -1.33532 4.24929 -0.01
H -0.88274 -1.22927 5.42445 0.05
O 0.46544 -2.42309 2.12744 -0.05
H 0.36239 -2.99893 1.36979 0.04
H -0.34976 -2.52466 2.61872 0.03
O 3.59093 0.33930 3.22302 -0.02
H 4.37181 -0.21387 3.24479 0.08
H 3.56538 0.75248 4.08607 0.06
O -2.85724 2.37906 2.29042 -0.05
H -1.99600 2.77272 2.43012 0.01
H -3.45945 3.12259 2.26347 0.07
O 2.15011 -3.31204 4.52930 -0.04
H 1.81742 -2.86902 3.74874 -0.01
H 1.48863 -3.14458 5.20059 0.02
O 0.16775 -2.63438 -4.75561 -0.06
H 0.07222 -2.02062 -4.02733 -0.03
H 0.53980 -3.42189 -4.35856 0.02
O -1.41267 -4.61523 -1.59346 -0.03
H -1.95790 -5.25128 -1.13044 0.06
H -1.96834 -3.84063 -1.67984 -0.03
O 2.85521 -1.38901 1.34926 -0.03
H 2.08884 -1.88597 1.63552 0.00
H 3.06786 -0.82595 2.09355 -0.01
O -3.89763 4.50251 -0.78267 -0.05
H -3.21951 5.09206 -1.11253 0.04
H -3.41458 3.75876 -0.42250 -0.01
O 0.47997 0.06857 -0.54242 -0.03
H -0.34499 -0.15640 -0.11223 0.02
H 1.13954 -0.01128 0.14664 0.05
O 4.28819 -3.54652 0.44921 -0.07
H 4.13728 -3.64126 -0.49127 0.00
H 3.73231 -2.81172 0.70863 -0.04

***

#b
102
Properties=species:S:1:pos:R:3:lowdin_charge:R:1 method="wB97M-V/def2-TZVPD" homo_energy_ev=-10.5 orbital_gap_ev=10.48 lumo_energy_ha=-0.001
O -0.45864 3.37929 0.42724 -0.01
H -0.02118 2.59727 0.72596 0.02
H -0.92507 3.01249 -0.28440 0.00
O -1.61377 5.14535 -1.71326 -0.05
H -1.90555 5.93952 -1.24753 0.06
H -2.30781 4.47707 -1.53727 0.04
O -2.96642 -1.62877 2.95086 -0.06
H -2.56265 -1.17664 3.65342 -0.04
H -3.57909 -0.93310 2.63502 -0.01
O -0.22644 3.73729 -3.70233 -0.06
H -0.56329 4.38730 -3.05884 0.01
H -0.92300 3.04974 -3.69914 0.06
O 3.14834 -0.62063 -3.11770 -0.07
H 2.78078 0.04228 -3.69235 0.01
H 2.26403 -0.92661 -2.73260 0.05
O 1.68555 -5.17664 -3.68202 -0.05
H 2.44025 -5.58549 -3.30606 -0.02
H 1.91441 -4.23627 -3.84700 0.06
O -0.87009 -2.81039 -4.34545 -0.05
H -0.66776 -3.43319 -5.06655 0.06
H -0.16148 -3.04172 -3.72318 0.00
O -0.71540 6.14239 1.11705 -0.07
H -0.64709 5.21076 0.84397 0.00
H 0.12892 6.56464 0.95232 0.00
O -0.80923 -2.45937 5.06858 -0.05
H -1.41515 -3.17076 5.16182 0.02
H -0.04057 -2.72448 4.46115 0.09
O -1.31827 -2.69977 1.20669 -0.07
H -1.74798 -2.37528 2.01178 0.01
H -1.99203 -2.35165 0.61031 0.04
O -2.83696 2.17763 -1.52122 -0.07
H -3.25195 1.43630 -0.97233 0.07
H -2.96590 1.83056 -2.44543 0.06
O 1.51920 -2.34640 1.34819 -0.06
H 2.13260 -3.08767 1.15540 0.05
H 0.60172 -2.65710 1.33681 0.00
O 2.26468 3.68556 0.02182 -0.05
H 1.45126 3.78266 -0.46387 0.04
H 2.10938 3.06624 0.74972 0.00
O -4.33069 0.20717 1.86264 -0.04
H -5.23226 0.45798 2.15546 0.10
H -3.79089 0.99608 1.88480 -0.02
O -2.51973 0.45077 4.60810 -0.06
H -1.62219 0.44910 5.07352 0.05
H -2.54551 1.33373 4.29002 0.00
O 2.26012 -5.51749 0.55908 -0.08
H 2.69153 -6.07143 1.24995 0.08
H 1.29087 -5.63453 0.76029 0.03
O -1.94629 -0.07344 -3.46460 -0.06
H -2.39117 -0.19340 -2.63675 -0.04
H -1.86443 -0.99582 -3.78446 0.03
O 0.30888 0.76523 5.68275 -0.05
H 0.68405 -0.11271 5.70975 0.03
H 0.76763 1.32053 6.34517 0.07
O -3.06654 -1.10299 -1.17856 -0.06
H -3.03816 -2.08391 -1.41378 0.04
H -3.83807 -0.85447 -0.71006 0.02
O 0.27148 0.46320 -1.71239 -0.08
H 0.88197 1.11838 -2.15508 0.00
H -0.40319 0.35189 -2.37376 0.00
O 3.75056 -5.87482 -1.85228 -0.08
H 4.42653 -5.22439 -1.59548 0.06
H 3.06646 -5.87295 -1.14155 0.01
O 2.07265 6.73525 1.00387 -0.07
H 2.31525 5.74558 0.97663 0.07
H 2.69214 7.20215 0.45080 0.03
O 0.66502 -2.44443 -1.79500 -0.06
H 1.20006 -2.77493 -1.03859 0.05
H 0.27345 -1.58456 -1.54578 0.03
O -2.78593 2.17753 2.42724 -0.05
H -2.74544 3.11952 2.28748 0.02
H -2.04877 1.76215 1.92736 0.05
O -2.78945 -3.78271 -1.48474 -0.05
H -1.90320 -4.12542 -1.32510 0.00
H -2.82384 -3.95111 -2.44444 0.07
O 4.99204 0.10596 -0.67661 -0.06
H 4.92424 1.04632 -0.61452 -0.01
H 4.33978 -0.15984 -1.37285 0.04
O -0.62285 -5.38926 1.12713 -0.06
H -0.96097 -4.52238 1.33187 -0.01
H -1.15774 -5.72235 0.38545 0.03
O 2.28545 2.25897 2.22822 -0.06
H 2.46764 2.38561 3.16956 0.07
H 2.59434 1.33201 2.12141 0.01
O -3.09030 5.07435 2.37733 -0.04
H -3.77329 5.74943 2.31837 0.05
H -2.35996 5.43790 1.86823 -0.01
O 1.83846 2.05719 -2.86312 -0.03
H 1.38378 2.76816 -3.32743 0.04
H 2.56204 2.43244 -2.34719 0.03
O -0.74084 -5.57170 -1.65305 -0.08
H -0.94566 -6.45350 -2.04022 0.09
H 0.04604 -5.24863 -2.16802 0.05
O 3.44793 -0.13936 1.77867 -0.06
H 4.01115 -0.21580 0.99621 0.02
H 2.75708 -0.77241 1.51945 0.02
O 4.35897 2.95112 -1.47821 -0.09
H 4.79791 3.75280 -1.80894 0.06
H 3.73587 3.35938 -0.79909 0.03
O -0.72404 0.60847 0.84633 -0.03
H -0.69108 -0.22877 1.25245 0.01
H -0.35725 0.50080 -0.05347 0.01

***

Result of the stability comparison: #b is the most stable of them.

***

#a
22
Properties=species:S:1:pos:R:3:lowdin_charge:R:1 method="wB97M-V/def2-TZVPD" smiles="CN(C)C(=O)c1ccccc1" homo_energy_ev=-9.2 orbital_gap_ev=9.91 lumo_energy_ha=0.028
C -1.93295 0.16356 -0.66312 -0.12
C -2.01735 2.51984 -0.11292 -0.06
C 0.01827 1.17229 0.41805 -0.35
C 0.77607 -0.14179 0.31477 -0.22
C 1.03138 -0.81655 1.45036 0.00
C 1.82929 -2.05675 1.31404 -0.09
C 2.20648 -2.36274 0.12211 -0.16
C 2.00573 -1.63194 -1.01724 -0.10
C 1.28382 -0.53317 -0.90861 -0.07
H -3.03040 0.21960 -0.19426 0.12
H -2.07795 0.27796 -1.95261 0.15
H -1.63729 -0.85619 -0.54040 0.06
H -2.90044 2.71261 0.59852 0.10
H -2.34821 2.60837 -1.17012 0.08
H -1.28700 3.36571 0.27384 0.12
H 0.83714 -0.38571 2.47537 0.14
H 1.92053 -2.64041 2.33382 0.15
H 2.82867 -3.33970 0.18223 0.14
H 2.31780 -1.93964 -1.97403 0.10
H 0.91323 0.19930 -1.83541 0.19
N -1.25265 1.25734 -0.11089 -0.19
O 0.51586 2.20799 0.99648 -0.01

***

#b
22
Properties=species:S:1:pos:R:3:lowdin_charge:R:1 method="wB97M-V/def2-TZVPD" homo_energy_ev=-7.7 orbital_gap_ev=8.13 lumo_energy_ha=0.017
C 3.54464 -1.49020 -0.34110 -0.31
C 1.00619 -0.45261 -0.09049 -0.02
C 1.11546 1.83469 0.78359 -0.10
C 4.08211 -0.33687 -0.32157 -0.01
C 1.13379 3.02331 1.30916 0.00
C -2.67201 -0.86176 -0.00124 -0.20
C -1.51256 -0.48202 -0.43572 -0.16
C -3.96010 -0.18982 -0.21252 -0.11
C -0.25596 -1.29258 -0.46451 -0.16
N 0.90749 0.62293 0.46971 0.05
O 3.28813 -2.63707 -0.53924 0.12
H 4.69496 -0.00137 -1.08727 0.05
H 3.88170 0.31250 0.50553 0.05
H 2.01752 3.60892 1.48895 0.04
H 0.18809 3.59269 1.49636 0.07
H -2.78194 -1.83881 0.40475 0.10
H -1.30278 0.39906 -0.98925 0.10
H -4.72387 -0.28027 0.61412 0.09
H -3.76877 0.94528 -0.28253 0.11
H -4.36578 -0.57073 -1.10004 0.05
H -0.32863 -2.11499 0.25042 0.11
H -0.18771 -1.79025 -1.45712 0.12

***

Result of the stability comparison: #a is the most stable of them.

***

#a
9
Properties=species:S:1:pos:R:3:lowdin_charge:R:1 method="wB97M-V/def2-TZVPD" homo_energy_ev=-8.6 orbital_gap_ev=6.98 lumo_energy_ha=-0.060
C 0.93543 -0.21801 1.59134 -1.49
C 1.50834 0.22411 2.72226 -1.45
S -0.46614 0.42811 0.91341 0.58
I -2.59790 -2.54386 2.83873 0.06
I 1.77989 -1.85650 0.56616 0.79
I 3.06730 -0.52766 3.85024 0.77
I -0.09853 -2.65354 3.80473 0.11
I 0.47083 1.89116 3.69109 0.72
H -0.22314 -0.18042 -0.38032 -0.08

***

#b
9
Properties=species:S:1:pos:R:3:lowdin_charge:R:1 method="wB97M-V/def2-TZVPD" homo_energy_ev=-8.7 orbital_gap_ev=7.55 lumo_energy_ha=-0.043
C -0.81176 0.17876 0.36084 -1.49
C -0.79079 1.70481 0.19954 -1.74
S 0.91830 2.16469 1.56802 -0.10
I -2.08694 -0.87193 -1.11106 0.67
I -1.34232 -0.39252 2.27064 0.79
I -2.36992 2.81724 1.03561 0.78
I -0.11022 2.68251 -1.52780 0.75
I 2.89831 1.27350 0.54891 0.35
H 0.21146 -0.35862 0.16353 0.00

***

Result of the stability comparison: #a is the most stable of them.